No. 1
The following is a DFT calculation (ωB97M-V with the def2-TZVPD basis set) of a cluster of 9 separate species, C30H50FN2O18 in total at a distorted geometry.

Last column: Löwdin charge in e.
Positions of all 101 atoms, in Å:
F -7.1220 -9.3460 -20.7030  -0.564
C -5.1090 -12.5650 -20.8120  -0.018
C -6.0860 -13.1160 -21.8430  -0.334
C -6.5000 -12.2290 -22.9800  -0.063
O -5.8460 -12.7910 -24.1350  0.098
C -5.3640 -13.9440 -23.7940  -0.653
O -4.8600 -14.6730 -24.6000  0.142
O -5.4020 -14.1160 -22.5130  0.124
H -5.6280 -11.7270 -20.2040  0.078
H -4.2000 -12.2040 -21.2350  0.078
H -4.9720 -13.4300 -20.1430  0.095
H -6.9570 -13.5120 -21.4080  0.127
H -6.1500 -11.1960 -22.7370  0.116
H -7.5700 -12.1470 -23.1400  0.130
C -4.1890 -9.7530 -25.3410  0.021
C -5.7410 -9.6970 -25.2490  -0.311
C -6.2630 -8.7700 -24.0210  -0.025
O -6.9350 -7.6900 -24.7360  0.074
C -6.8420 -7.8930 -25.9960  -0.646
O -7.2580 -7.1500 -26.8400  0.136
O -6.2260 -9.0260 -26.3120  0.081
H -3.9970 -10.3170 -26.2590  0.092
H -3.7200 -10.0090 -24.4510  0.033
H -3.9060 -8.6880 -25.5580  0.107
H -6.2930 -10.5940 -25.3610  0.130
H -5.4960 -8.3410 -23.4030  0.094
H -6.9580 -9.3480 -23.3220  0.114
C -10.5970 -11.8060 -18.1360  0.007
C -9.3460 -12.7080 -18.4260  -0.291
C -8.0760 -11.9000 -18.7800  -0.052
O -7.2620 -11.8610 -17.5730  0.072
C -7.8510 -12.6770 -16.7170  -0.579
O -7.4410 -12.9190 -15.5840  0.111
O -8.9300 -13.2320 -17.2240  0.081
H -10.2680 -11.0270 -17.4500  0.082
H -11.4440 -12.4310 -17.6880  0.110
H -10.8960 -11.1970 -19.0230  0.053
H -9.5130 -13.5510 -18.9710  0.119
H -8.2200 -10.8520 -19.0910  0.115
H -7.4300 -12.2670 -19.5850  0.095
C -10.0700 -7.5890 -18.9340  0.004
C -8.6460 -7.1900 -18.5080  -0.268
C -8.4390 -5.6630 -18.4640  -0.044
O -8.1670 -5.4230 -17.0830  0.113
C -8.0610 -6.4730 -16.3940  -0.625
O -7.6950 -6.6600 -15.2450  0.113
O -8.3350 -7.5830 -17.1590  0.062
H -10.7680 -7.2860 -18.2190  0.075
H -10.1430 -8.6050 -18.9120  0.020
H -10.3450 -7.3250 -19.9530  0.077
H -7.9850 -7.6770 -19.2330  0.113
H -9.3300 -5.1110 -18.6820  0.126
H -7.6230 -5.2990 -18.9860  0.102
C -10.6980 -3.1860 -20.9680  -0.050
O -9.2840 -3.3550 -21.1590  -0.001
C -8.8140 -4.5120 -21.6400  -0.393
O -9.6410 -5.6190 -21.8380  -0.066
O -7.4730 -4.6820 -21.7630  0.003
C -6.9420 -6.0020 -21.9840  -0.030
H -11.2920 -4.1540 -20.6460  0.130
H -11.1980 -3.1620 -21.8770  0.057
H -10.9910 -2.3360 -20.3320  0.101
H -6.7970 -6.6800 -21.0700  0.107
H -5.9510 -5.9300 -22.3050  0.070
H -7.3910 -6.5710 -22.7540  0.062
C 0.4760 -9.3170 -22.6260  -0.029
O -0.5990 -8.5640 -22.1290  0.020
C -1.7430 -9.1130 -21.9030  -0.502
O -2.0160 -10.4700 -22.2620  -0.094
O -2.5780 -8.4330 -21.2450  0.058
C -3.9060 -8.9980 -21.1570  -0.025
H 0.2280 -9.8160 -23.5270  0.088
H 0.6740 -9.9470 -21.8010  0.090
H 1.3450 -8.6370 -22.7640  0.110
H -4.6600 -8.2710 -20.9030  0.076
H -3.8890 -9.7480 -20.2990  0.093
H -4.2320 -9.6280 -22.0110  0.082
C -10.8740 -11.5490 -21.7280  -0.111
C -11.1270 -10.0630 -21.5530  -0.242
C -10.1100 -9.1620 -22.2790  -0.193
C -10.1250 -9.3890 -23.7150  -0.242
N -10.0510 -9.5320 -24.8490  0.157
H -9.7510 -11.7810 -21.5620  0.102
H -11.0950 -11.9360 -22.7260  0.072
H -11.5200 -12.2120 -21.2030  0.051
H -10.9760 -9.6670 -20.5400  0.075
H -12.0280 -9.8310 -22.1100  0.110
H -9.1600 -9.3270 -21.8250  0.074
H -10.4860 -8.1300 -22.2550  0.111
C -5.1110 -6.9880 -17.4370  -0.049
C -4.2730 -8.2800 -17.7480  -0.172
C -5.2050 -9.5240 -18.0940  -0.173
C -4.5430 -10.8220 -18.1460  -0.248
N -3.9720 -11.8170 -18.1310  0.175
H -4.6410 -5.9990 -17.2100  0.093
H -5.4700 -7.2110 -16.4600  0.054
H -5.9520 -6.8670 -18.1120  0.053
H -3.7220 -8.6650 -16.9740  0.064
H -3.4450 -8.3060 -18.4920  0.099
H -5.5780 -9.4500 -19.0660  0.035
H -6.0920 -9.4900 -17.5300  0.099

Atomic forces in eV per Å
-0.009 -0.008 -0.047
-2.813 0.431 1.516
1.002 1.486 0.134
0.359 2.374 0.019
-1.759 2.675 -0.010
1.754 -1.219 -2.054
0.029 -0.637 0.189
0.517 -2.945 1.260
0.981 -1.297 -1.164
0.709 0.177 -0.368
0.520 0.641 0.038
-1.027 -0.772 0.963
-0.079 -0.668 -0.648
-0.165 -0.279 -0.195
-2.333 1.835 -2.187
1.179 0.792 3.215
-1.031 -1.960 -0.368
0.339 -0.646 3.318
-0.561 0.811 -3.420
-0.102 0.204 0.048
-0.404 1.503 -2.819
0.621 -0.244 0.552
0.979 -1.161 1.414
-0.093 -0.789 0.142
0.213 -1.602 1.046
0.502 0.177 0.027
0.591 1.170 -0.982
0.010 -0.544 -0.633
0.242 3.829 1.071
0.721 1.485 -1.397
-1.000 -0.065 -0.886
1.828 -0.568 3.714
-0.816 0.531 -2.330
-0.678 -1.778 2.299
-0.036 -0.211 0.498
1.133 1.038 -0.743
-0.073 -1.002 0.434
-0.762 -1.832 -2.396
-0.328 -0.245 0.186
-0.412 -0.524 0.290
1.486 1.398 -0.194
-0.599 0.216 -1.143
-1.328 -1.274 1.301
0.033 3.590 -0.454
1.067 -5.001 2.648
-0.785 1.402 -1.493
-0.387 0.152 -0.580
-1.329 1.064 1.024
0.115 -3.101 0.105
0.273 0.638 0.065
0.364 -0.112 0.353
-0.502 0.284 -0.423
1.565 0.608 -1.289
-1.680 -2.857 1.309
1.342 -0.491 -0.282
-3.900 -7.676 -0.312
4.282 6.575 1.007
-1.890 1.604 0.593
-0.042 -1.597 1.815
1.958 1.507 0.377
-0.406 0.974 -2.203
0.989 -0.373 -0.270
-1.128 1.193 -0.781
1.651 1.164 -0.589
-1.288 -0.159 -0.496
0.975 0.728 0.496
-0.710 2.410 0.094
-0.664 -9.949 -2.529
1.722 7.466 1.551
-1.523 1.725 0.106
-0.640 -2.661 1.527
-0.251 -0.640 -0.689
0.778 -1.424 0.288
-0.840 -0.243 0.033
0.218 0.644 -0.122
0.122 0.999 -1.156
0.708 0.859 0.206
2.336 -0.364 -0.636
0.629 0.376 -1.045
-1.451 -0.081 -0.800
0.946 -0.355 0.122
-0.188 -0.155 -0.551
-1.772 0.106 0.090
0.297 0.741 -0.487
-0.283 -0.246 1.388
-1.130 -0.598 -0.021
-0.902 0.173 1.019
1.295 0.431 0.116
0.567 0.020 0.769
1.216 -0.548 0.367
-0.703 -0.633 -2.504
1.439 1.141 -0.211
0.236 0.478 1.393
0.191 -0.132 -0.117
0.346 -0.902 -0.969
-1.016 -0.237 0.751
0.102 -0.002 -0.206
1.074 -0.123 2.851
-0.878 0.892 -0.251
-0.936 0.662 -1.992
-0.918 -0.445 1.307

HOMO ... -7.2995 eV
Lowest unoccupied orbital energy ... 2.0 eV
Molecular weight ... 745.72 g/mol
Frontier orbital gap ... 9.330 eV
Charge ... -1

***

No. 2
The following is a DFT calculation (ωB97M-V with the def2-TZVPD basis set) of a structure of composition C30H50GaO17 at a distorted geometry.

Last column: Löwdin charge in e.
Positions of all 98 atoms, in Å:
C 2.0406 -1.6262 2.5587  -0.075
C 0.9840 -1.6139 1.9808  -0.195
Ga -0.7330 -1.3239 0.9266  0.405
C -0.2298 -0.8652 -1.0058  -0.252
C -1.2006 -1.4999 -2.0248  -0.289
C -0.5982 -1.7303 -3.4222  -0.208
C -0.8370 -0.5959 -4.4314  -0.210
C -0.6827 0.8288 -3.9191  -0.218
C 0.7464 1.2314 -3.5402  -0.210
C 0.7289 2.4433 -2.6081  -0.191
C 2.0268 2.7452 -1.8475  -0.159
C 2.8963 1.5351 -1.6326  -0.270
O 3.9018 1.8046 -0.6746  -0.183
C 4.5513 0.5830 -0.3639  -0.098
C -1.8135 0.1717 1.7873  -0.227
C -2.0385 1.3466 0.8588  -0.507
C -3.1471 1.0717 -0.1654  -0.044
O -2.4058 2.4963 1.6616  -0.079
H 3.0228 -1.5708 2.9713  -0.004
H -1.5561 -2.7200 0.8493  -0.040
H -0.2634 0.2240 -1.0641  0.019
H 0.7789 -1.2111 -1.2285  0.032
H -1.5262 -2.4522 -1.6010  0.060
H -2.1025 -0.8929 -2.1389  0.087
H -1.0195 -2.6429 -3.8507  0.098
H 0.4708 -1.9047 -3.3040  0.078
H -0.1203 -0.7334 -5.2513  0.098
H -1.8272 -0.7146 -4.8747  0.101
H -1.3121 0.9485 -3.0344  0.082
H -1.0806 1.5296 -4.6571  0.109
H 1.2136 0.3648 -3.0805  0.080
H 1.2500 1.5023 -4.4713  0.114
H 0.5058 3.3148 -3.2299  0.109
H -0.1071 2.3684 -1.9147  0.092
H 1.7638 3.1256 -0.8578  0.110
H 2.6102 3.5399 -2.3137  0.110
H 3.3681 1.2450 -2.5818  0.123
H 2.3155 0.6735 -1.2902  0.109
H 5.5311 0.7845 0.0537  0.084
H 4.6626 0.0148 -1.2893  0.062
H 3.9471 -0.0212 0.3162  0.087
H -2.7729 -0.2268 2.1241  0.047
H -1.2740 0.5569 2.6511  0.038
H -1.1079 1.5869 0.3421  0.098
H -2.8651 1.4195 -1.1604  0.064
H -4.0494 1.6008 0.1314  0.051
H -3.3664 0.0076 -0.2159  0.069
H -1.8746 3.2478 1.3745  0.050
C 4.9994 -1.9283 -5.2102  -0.122
C 3.5715 -1.9851 -5.7208  -0.119
O 2.8355 -2.2494 -4.5277  0.051
C 3.5624 -1.8180 -3.4660  -0.558
O 3.1564 -1.7263 -2.3597  0.176
O 4.8219 -1.4919 -3.8626  0.052
H 5.6275 -1.2252 -5.7511  0.129
H 5.4774 -2.9100 -5.2025  0.130
H 3.2384 -1.0317 -6.1356  0.132
H 3.4010 -2.7745 -6.4481  0.130
C 2.0349 2.6238 4.0166  -0.115
C 1.7675 1.8136 2.7607  -0.087
O 0.5243 2.3892 2.3212  0.050
C 0.4124 3.6305 2.8220  -0.566
O -0.4441 4.4022 2.5135  0.140
O 1.3854 3.8731 3.7274  0.062
H 3.0893 2.7822 4.2183  0.124
H 1.5615 2.1870 4.8973  0.125
H 2.5301 1.9600 1.9936  0.135
H 1.6398 0.7488 2.9343  0.085
C 3.0356 -0.6910 6.0677  -0.107
C 4.3725 -1.1837 6.5853  -0.115
O 5.2098 -1.0586 5.4325  0.059
C 4.6713 -0.1278 4.6075  -0.587
O 5.2091 0.3313 3.6590  0.171
O 3.4319 0.2175 5.0332  0.018
H 2.4420 -0.1716 6.8152  0.133
H 2.4389 -1.4871 5.6204  0.128
H 4.7729 -0.5495 7.3788  0.130
H 4.3525 -2.2160 6.9233  0.131
C -3.2808 -5.9252 0.9450  -0.114
C -2.5127 -5.1772 2.0128  -0.127
O -2.9187 -5.8750 3.2086  0.058
C -3.3207 -7.1132 2.8687  -0.591
O -3.5608 -7.9890 3.6388  0.142
O -3.4211 -7.2326 1.5242  0.048
H -2.7530 -5.9873 -0.0018  0.130
H -4.2757 -5.5095 0.7774  0.130
H -1.4339 -5.2721 1.8959  0.128
H -2.7677 -4.1253 2.0653  0.088
C -7.2884 4.5233 0.6194  -0.115
C -6.2481 3.8596 -0.2589  -0.107
O -7.0536 3.0121 -1.0885  0.064
C -8.3058 3.5159 -1.1307  -0.579
O -9.1660 3.1444 -1.8597  0.158
O -8.4487 4.5117 -0.2211  0.051
H -7.0361 5.5429 0.8966  0.129
H -7.5007 3.9460 1.5205  0.133
H -5.7220 4.5736 -0.8944  0.135
H -5.5196 3.2765 0.2972  0.117

Atomic forces in eV per Å
1.142 -0.021 0.464
-1.120 0.138 -0.467
0.000 -0.084 -0.359
-0.599 -0.131 0.272
0.329 0.040 0.094
-0.143 0.194 0.243
0.395 -0.131 -0.286
-0.182 0.032 0.345
-0.743 0.044 -0.170
0.266 0.358 -0.471
-0.131 0.097 0.555
0.011 -0.083 0.050
0.110 0.086 0.025
-0.092 0.009 -0.357
0.308 -0.171 -0.207
-0.343 -0.054 0.497
0.312 0.021 -0.070
-0.197 0.156 -0.422
-0.087 -0.144 -0.035
0.030 -0.011 0.081
0.258 0.089 -0.224
0.164 0.087 0.075
-0.089 -0.142 -0.190
-0.135 -0.005 0.150
0.036 -0.067 -0.106
0.084 -0.050 -0.022
-0.073 -0.037 -0.162
-0.133 0.052 0.040
-0.065 -0.009 0.045
-0.003 0.047 -0.091
0.224 -0.001 0.014
0.425 -0.201 0.035
-0.183 0.076 0.041
0.025 -0.236 0.162
-0.001 0.065 0.047
0.054 -0.036 -0.195
0.068 -0.115 -0.020
-0.202 0.020 -0.012
0.048 0.133 0.211
0.243 -0.201 0.059
0.002 -0.023 0.136
-0.115 0.076 0.109
-0.004 -0.095 0.173
0.057 0.067 -0.011
-0.075 -0.003 -0.108
-0.083 -0.035 0.103
-0.040 -0.088 -0.129
0.015 -0.008 0.267
0.032 -0.020 -0.075
0.018 0.034 -0.089
0.033 -0.032 -0.033
-0.068 0.084 -0.127
0.012 -0.098 0.093
0.025 -0.019 -0.024
-0.002 0.080 0.101
-0.022 -0.012 -0.003
0.018 0.016 0.018
-0.071 -0.065 0.087
0.086 -0.159 -0.060
0.101 -0.011 0.227
0.162 0.170 -0.128
-0.089 -0.385 -0.121
0.172 0.332 -0.025
-0.016 0.055 0.066
0.000 0.158 -0.063
-0.036 -0.011 -0.006
-0.041 0.093 -0.058
-0.152 0.066 -0.044
-0.150 -0.127 -0.001
-0.043 0.001 0.088
0.017 -0.038 0.009
-0.161 -0.012 0.301
0.139 0.109 -0.261
0.081 -0.039 0.101
0.032 0.130 -0.066
0.001 0.004 -0.048
-0.002 0.017 -0.010
0.065 -0.041 -0.115
0.022 0.086 -0.077
-0.029 0.043 -0.044
0.014 -0.002 -0.050
0.017 0.079 -0.033
-0.016 -0.079 0.058
-0.015 0.018 -0.056
0.029 -0.125 0.021
-0.005 -0.001 0.031
0.010 0.014 0.029
0.005 -0.004 0.184
0.072 0.006 0.077
0.159 0.056 0.102
-0.015 0.029 0.013
0.106 0.015 0.059
-0.091 -0.028 -0.073
0.004 0.019 0.036
-0.092 0.047 -0.084
0.002 -0.028 -0.016
-0.031 0.009 -0.018
-0.054 -0.136 -0.073

HOMO ... -4.9998 eV
Lowest unoccupied orbital energy ... 2.0 eV
Molecular weight ... 752.44 g/mol
Frontier orbital gap ... 7.041 eV
Charge ... -1